1.
{"formula": "C24H12Br4MoN4O4", "method": "wB97M-V/def2-TZVPD", "charge": 2, "e_lumo_ev": [-9.508, -9.525], "homo_energy_ha": [-0.516, -0.516], "elements": ["Mo", "O", "C", "N", "C", "C", "C", "C", "C", "C", "N", "C", "O", "C", "C", "C", "C", "C", "N", "C", "C", "C", "C", "C", "N", "H", "H", "H", "H", "H", "H", "H", "H", "H", "H", "H", "H", "Br", "C", "C", "Br", "C", "Br", "C", "O", "C", "O", "C", "Br"], "positions_angstrom": [[-0.191113, 0.055902, 0.182745], [-1.418051, 3.764999, -0.493009], [-0.806997, 2.845489, -0.057673], [-1.343604, 1.564290, 0.297513], [-2.435961, 1.541162, 1.199738], [-3.342173, 2.550639, 1.467293], [-4.325033, 2.317235, 2.424708], [-4.394108, 1.106854, 3.094541], [-3.470945, 0.091615, 2.845577], [-2.483331, 0.322250, 1.910709], [-1.472019, -0.573511, 1.454823], [-1.769356, -1.972368, 1.498543], [-2.264247, -2.559019, 2.404631], [-1.451326, -2.571550, 0.161506], [-1.570858, -3.914679, -0.108787], [-1.295249, -4.352679, -1.401218], [-0.947927, -3.421996, -2.369279], [-0.845292, -2.085853, -2.019134], [-1.083118, -1.665472, -0.772368], [0.654592, 2.850721, 0.288594], [1.462959, 3.946273, 0.097810], [2.802308, 3.847703, 0.466988], [3.262258, 2.666799, 1.029339], [2.386628, 1.603717, 1.185822], [1.104121, 1.688592, 0.821612], [-3.326778, 3.479122, 0.915856], [-5.050762, 3.091577, 2.630010], [-5.169846, 0.940426, 3.828894], [-3.511109, -0.837144, 3.393245], [-1.881743, -4.593560, 0.673531], [-1.367074, -5.404106, -1.644633], [-0.755129, -3.721690, -3.389604], [-0.594705, -1.325429, -2.747527], [1.044766, 4.849048, -0.326339], [3.469312, 4.686756, 0.321251], [4.291446, 2.564539, 1.342757], [2.706715, 0.669700, 1.630500], [4.836001, -0.895772, -4.456882], [3.730207, -1.054449, -2.954255], [3.992310, -2.016736, -1.977561], [5.412643, -3.214162, -2.188766], [3.189832, -2.101538, -0.815550], [3.487465, -3.367728, 0.532746], [2.138016, -1.230905, -0.672556], [1.261656, -1.149332, 0.348191], [1.827522, -0.303833, -1.702881], [0.704039, 0.385275, -1.421103], [2.620417, -0.194798, -2.824331], [2.182641, 1.097626, -4.106016]], "forces_ev_per_a": [[0.7, -0.2, 0.0], [-0.1, -0.2, -0.1], [0.7, 0.6, 0.2], [-0.9, 0.6, -0.3], [-0.2, -0.4, 0.6], [0.1, 0.1, -0.2], [0.0, 0.0, 0.0], [0.1, 0.0, 0.0], [0.1, -0.1, 0.1], [-0.2, 0.5, -0.2], [-0.6, -0.1, 0.8], [-0.2, -0.6, -0.5], [0.2, 0.2, 0.1], [-0.1, -0.1, -0.1], [-0.1, 0.1, 0.0], [0.0, 0.1, 0.0], [-0.1, -0.1, 0.1], [-0.1, 0.1, -0.1], [0.0, -0.4, -0.1], [0.0, 0.1, 0.1], [-0.1, 0.0, 0.0], [0.0, -0.1, 0.0], [0.0, 0.2, 0.0], [0.0, -0.1, 0.1], [0.2, 0.3, 0.0], [0.0, 0.0, 0.0], [0.0, 0.0, 0.0], [0.0, 0.0, 0.0], [0.0, 0.0, 0.0], [0.0, 0.0, 0.0], [0.0, 0.0, 0.0], [0.0, 0.0, 0.0], [0.1, 0.0, 0.0], [0.0, 0.0, 0.0], [0.0, 0.0, 0.0], [0.0, 0.0, 0.0], [0.0, 0.0, -0.1], [-0.1, 0.0, 0.1], [0.1, -0.2, 0.0], [0.1, 0.1, -0.2], [-0.1, 0.1, 0.1], [-0.1, -0.1, 0.3], [-0.1, 0.1, -0.1], [0.3, 0.4, -1.0], [0.5, -0.2, 0.9], [0.8, -0.8, 0.3], [-0.6, 0.2, -1.1], [-0.2, 0.2, -0.1], [0.0, -0.1, 0.1]]}



2.
{"formula": "C52H95F6N3O28", "method": "wB97M-V/def2-TZVPD", "e_lumo_ev": 0.546, "homo_energy_ha": -0.386, "elements": ["C", "C", "C", "C", "N", "H", "H", "H", "H", "H", "H", "H", "C", "C", "C", "C", "N", "H", "H", "H", "H", "H", "H", "H", "C", "C", "C", "C", "N", "H", "H", "H", "H", "H", "H", "H", "C", "C", "O", "C", "O", "C", "F", "F", "F", "H", "H", "H", "H", "H", "C", "C", "O", "C", "O", "C", "F", "F", "F", "H", "H", "H", "H", "H", "C", "C", "O", "C", "O", "O", "C", "H", "H", "H", "H", "H", "H", "H", "H", "C", "C", "O", "C", "O", "O", "C", "H", "H", "H", "H", "H", "H", "H", "H", "C", "C", "O", "C", "O", "O", "C", "H", "H", "H", "H", "H", "H", "H", "H", "C", "C", "O", "C", "O", "O", "C", "H", "H", "H", "H", "H", "H", "H", "H", "C", "C", "O", "C", "O", "O", "C", "H", "H", "H", "H", "H", "H", "H", "H", "C", "C", "O", "C", "O", "O", "C", "H", "H", "H", "H", "H", "H", "H", "H", "C", "C", "O", "C", "O", "O", "C", "H", "H", "H", "H", "H", "H", "H", "H", "C", "C", "O", "C", "O", "O", "C", "H", "H", "H", "H", "H", "H", "H", "H"], "positions_angstrom": [[17.805722, 14.987507, 19.665121], [17.074336, 16.023685, 18.785659], [16.551711, 17.266416, 19.428747], [15.361061, 17.008521, 20.310864], [14.503315, 16.614035, 20.964404], [18.669042, 15.422434, 20.083023], [18.165305, 14.153098, 19.101184], [17.084620, 14.643521, 20.414777], [16.311725, 15.465048, 18.216816], [17.694230, 16.343721, 17.962200], [16.268869, 17.981017, 18.648757], [17.357795, 17.634443, 20.057398], [18.767477, 15.623385, 15.738274], [19.717123, 14.368793, 15.997084], [18.941868, 13.080485, 15.699321], [18.518224, 13.131747, 14.302674], [18.359636, 13.364488, 13.150685], [17.754859, 15.458299, 16.135852], [18.771925, 15.787885, 14.689773], [19.269540, 16.473886, 16.260398], [20.119808, 14.319569, 16.995725], [20.567144, 14.384147, 15.331577], [18.019708, 13.004139, 16.302717], [19.573936, 12.165546, 15.834973], [13.258758, 10.082987, 13.407423], [14.156904, 11.088840, 12.794393], [15.209800, 11.662131, 13.723807], [14.795489, 12.157712, 15.017973], [14.485492, 12.544485, 16.061127], [13.803800, 9.135979, 13.625104], [12.574587, 9.796848, 12.645337], [12.647562, 10.562540, 14.219127], [13.555919, 11.923919, 12.413002], [14.725002, 10.661361, 11.930165], [15.781520, 12.466044, 13.191602], [15.945112, 10.879114, 13.804709], [18.758596, 23.606541, 15.404122], [19.737845, 23.496480, 16.568666], [19.231309, 22.430487, 17.443736], [19.888755, 22.443704, 18.593509], [20.908663, 23.090017, 18.896563], [19.401480, 21.332576, 19.572211], [19.481209, 20.121636, 19.092345], [20.054375, 21.454093, 20.726277], [18.089371, 21.571449, 19.871888], [18.921109, 24.505581, 14.913109], [17.799005, 23.833590, 15.852185], [18.705788, 22.736751, 14.723688], [19.801150, 24.413555, 17.109911], [20.710514, 23.230643, 16.212411], [17.477898, 16.402030, 25.430378], [17.335747, 15.672705, 24.097984], [18.187180, 14.458799, 23.937888], [19.352120, 14.684003, 23.339701], [19.828327, 15.649264, 22.844895], [20.022794, 13.327303, 23.036248], [19.794549, 12.470790, 24.038076], [19.579488, 12.747046, 21.945376], [21.326864, 13.504818, 22.883064], [17.056401, 15.821974, 26.292979], [16.925540, 17.307673, 25.312981], [18.490178, 16.730310, 25.511748], [17.675195, 16.373966, 23.323083], [16.362790, 15.219874, 23.868389], [21.000734, 18.860248, 23.787844], [19.750666, 19.598937, 24.099378], [18.935850, 19.335556, 22.960498], [17.711427, 19.835488, 22.995947], [17.274760, 20.529854, 23.881008], [17.072987, 19.453150, 21.875243], [15.825583, 20.148222, 21.603181], [21.825655, 19.237948, 24.392785], [21.331864, 19.127214, 22.823241], [20.864211, 17.788260, 23.849889], [19.838939, 20.722472, 24.205086], [19.136357, 19.285522, 24.959943], [15.557991, 19.918728, 20.523915], [15.899980, 21.203173, 21.709495], [15.082288, 19.799062, 22.329302], [13.697509, 13.824279, 19.152948], [12.290677, 13.156897, 18.949204], [11.295894, 13.684533, 19.847315], [11.357400, 13.069298, 21.053051], [11.996672, 12.086593, 21.326129], [10.443116, 13.643045, 21.835610], [10.408966, 13.225412, 23.207184], [13.938103, 13.701878, 20.231730], [13.676702, 14.905172, 18.922078], [14.462444, 13.246706, 18.621602], [12.314595, 12.012781, 18.991031], [11.845962, 13.514463, 18.031720], [11.293446, 13.489127, 23.756869], [10.222988, 12.153571, 23.387698], [9.572556, 13.768933, 23.552860], [14.866107, 21.453459, 17.902546], [13.963212, 20.286167, 17.996796], [14.462150, 19.320689, 17.004553], [13.642162, 18.326369, 16.661880], [12.553907, 18.072944, 17.091142], [14.417127, 17.532561, 15.931633], [13.945617, 16.213034, 15.552108], [14.686954, 21.950131, 16.946441], [15.929556, 21.280133, 18.123783], [14.506069, 22.152202, 18.637555], [12.908090, 20.514213, 17.811605], [13.999558, 19.696459, 18.924150], [13.363296, 15.792434, 16.392853], [14.877063, 15.703183, 15.351162], [13.403289, 16.303204, 14.587436], [10.811047, 17.712765, 21.180519], [11.702580, 18.863452, 20.918198], [11.167082, 19.965152, 21.759160], [11.845444, 21.103967, 21.541022], [12.818121, 21.210831, 20.846623], [11.310019, 22.174441, 22.047799], [10.020442, 22.273131, 22.644702], [11.214251, 16.877495, 20.685019], [9.825436, 17.952402, 20.768590], [10.747354, 17.486120, 22.272058], [11.554832, 19.136211, 19.880983], [12.747833, 18.774163, 21.172198], [9.814923, 23.291682, 22.907317], [9.930133, 21.607566, 23.499851], [9.342283, 22.007163, 21.828289], [17.738858, 20.141531, 15.702092], [17.297580, 19.805031, 14.287788], [18.272291, 18.922029, 13.712647], [17.861882, 18.101163, 12.734155], [16.720155, 17.761176, 12.497632], [18.911862, 17.688372, 12.013402], [18.641741, 16.811816, 10.930618], [17.655497, 19.235539, 16.336631], [17.048976, 20.900177, 16.057831], [18.703231, 20.561184, 15.821193], [17.206132, 20.666153, 13.594507], [16.270622, 19.272130, 14.298058], [19.378122, 17.071641, 10.181171], [17.670200, 17.056226, 10.484379], [18.717325, 15.760917, 11.207708], [17.395035, 10.105190, 17.990991], [18.277340, 10.309227, 19.162384], [17.769100, 11.387113, 19.939355], [17.123615, 11.029019, 21.062081], [16.918723, 9.917491, 21.420234], [16.739961, 12.170488, 21.642795], [15.862258, 12.028887, 22.773020], [17.428220, 11.021912, 17.405200], [16.351078, 9.990589, 18.333224], [17.644576, 9.237442, 17.350262], [19.291282, 10.551462, 18.813765], [18.413395, 9.444011, 19.746762], [16.444396, 12.155744, 23.715973], [15.385532, 11.037231, 22.793832], [15.213446, 12.875767, 22.673141], [22.280544, 10.458352, 22.186817], [22.819395, 11.123706, 20.954978], [21.762393, 11.470155, 20.050535], [21.440309, 12.734111, 19.727902], [20.593605, 13.034610, 18.897553], [22.270535, 13.610674, 20.313011], [21.997105, 14.938596, 19.818137], [23.160225, 10.085386, 22.741404], [21.506180, 9.718320, 22.127348], [21.837696, 11.312337, 22.771973], [23.409534, 10.412835, 20.356258], [23.400327, 11.976655, 21.282367], [22.060734, 14.965791, 18.725426], [22.870080, 15.435569, 20.277511], [21.116026, 15.346296, 20.273696], [10.998758, 17.488990, 29.060177], [11.899066, 16.620224, 28.204960], [11.582987, 16.669774, 26.762090], [12.644297, 16.440236, 25.989266], [13.732183, 16.062146, 26.315108], [12.159416, 16.539772, 24.757405], [13.159738, 16.553138, 23.636908], [11.275347, 17.199414, 30.072066], [9.925897, 17.324990, 28.838895], [11.257525, 18.512673, 29.056518], [11.775869, 15.577870, 28.484977], [12.954702, 16.827401, 28.405704], [14.024424, 15.982880, 23.927327], [13.328201, 17.597602, 23.438847], [12.558801, 16.134829, 22.789840]], "forces_ev_per_a": [[-1.7, 0.8, -0.4], [0.0, -2.0, -1.4], [-1.0, 0.1, 0.9], [1.1, -0.3, -0.7], [-0.2, 0.3, 0.1], [1.0, 0.6, 1.0], [-0.1, -0.6, -0.5], [0.4, -0.2, 0.2], [-0.3, 0.3, 0.4], [0.6, 0.3, 0.1], [0.1, 0.1, 0.3], [-0.1, 0.6, 0.1], [2.0, -0.8, 1.7], [-1.4, 0.6, -0.3], [0.0, -0.8, 0.2], [-0.1, 1.0, -4.3], [0.2, -1.0, 3.9], [0.4, 0.1, -0.2], [-0.3, 0.4, -0.9], [-0.7, -0.3, -0.5], [-0.2, 0.0, 0.5], [0.3, 0.3, -0.3], [0.5, -0.1, 0.1], [-0.6, 0.7, 0.1], [-0.3, -0.6, 0.6], [0.5, 1.1, -1.0], [1.2, 0.6, -1.3], [-0.3, 0.1, 0.9], [0.2, -0.2, -0.7], [-0.4, 0.8, 0.7], [-0.9, -0.3, -0.6], [0.8, -1.0, -0.3], [0.1, -0.2, -0.1], [-0.5, 0.3, 0.6], [-0.6, -0.4, 0.5], [0.5, -0.3, 0.8], [-0.5, -1.1, 1.5], [-1.1, -0.9, -1.5], [0.8, 1.1, 0.7], [3.3, 0.0, 0.9], [-3.2, -1.4, -1.1], [-1.3, 2.0, 0.9], [0.4, -0.8, -0.3], [0.2, -0.5, -0.3], [0.2, -0.1, -0.3], [0.9, 1.5, -1.5], [-0.6, -0.6, 0.0], [0.1, 0.5, 0.5], [0.0, 0.5, 0.5], [0.7, -0.3, 0.1], [-0.9, -1.7, -0.2], [0.3, -0.4, -0.5], [0.6, 1.5, 0.4], [-0.9, -2.1, -0.9], [0.1, 1.6, 0.2], [-0.1, -0.1, 1.2], [0.3, -0.3, 0.4], [-0.6, 0.0, -1.0], [0.6, 0.1, 0.3], [0.7, 0.6, -0.7], [-0.7, 0.7, 0.1], [0.9, -0.1, 0.6], [-0.5, -0.3, -0.1], [0.1, 0.7, 0.3], [0.8, 0.3, 1.4], [-1.1, 1.4, 0.4], [-0.6, -0.3, -0.8], [-0.2, 0.3, -0.2], [-0.2, -0.2, -0.3], [-0.1, 0.6, 0.0], [-0.4, -1.4, -0.7], [-0.1, -0.5, 0.5], [0.1, 0.1, -1.5], [0.2, -0.1, 0.1], [0.3, -1.2, -0.2], [0.8, -0.1, 0.1], [0.3, 0.1, 1.5], [0.4, 0.9, 0.1], [-0.1, 0.0, -0.5], [-1.0, -0.9, 1.2], [0.7, -0.1, -0.8], [0.9, -0.8, 1.6], [-1.1, -0.2, -0.7], [0.3, 0.4, 0.2], [0.5, -0.1, 0.3], [-0.2, -0.8, -0.3], [0.0, 0.3, -0.5], [0.1, -0.7, -0.1], [-0.3, 0.4, -0.2], [0.0, 1.8, 0.0], [0.3, -0.4, -0.7], [0.5, 0.3, 0.0], [0.1, 0.3, -0.7], [-0.8, 0.6, 0.8], [-0.1, 0.9, 0.3], [0.0, -2.1, -0.2], [-0.8, 1.1, -0.1], [1.6, -0.9, 0.9], [-0.7, 0.4, -0.1], [-0.1, -0.6, -0.9], [-0.2, 1.0, -0.1], [0.5, -0.1, -0.1], [-0.4, -0.2, -0.3], [0.0, 0.5, 0.5], [0.3, 0.1, -0.1], [0.0, 0.7, 0.1], [0.2, 0.0, -0.7], [0.0, -0.5, 0.2], [0.0, -0.2, 0.8], [-0.6, 0.3, 1.5], [-0.8, 1.0, 0.6], [0.6, 0.3, -0.5], [-0.7, -0.8, -0.8], [0.9, -0.3, -0.2], [0.1, 1.9, 1.2], [-0.3, -1.4, -1.1], [0.3, -1.3, -0.7], [0.1, -0.3, 0.3], [-0.1, 0.2, -0.8], [0.5, 0.4, -0.2], [0.2, -0.4, -0.1], [0.4, 0.5, 0.2], [-0.1, 0.0, 0.0], [-0.4, -0.2, 0.5], [-1.4, -0.7, -0.1], [-1.6, -0.8, -0.1], [0.4, -0.5, -0.7], [-0.9, -0.4, -0.4], [0.6, 0.5, 0.5], [0.2, 0.4, 1.0], [-0.4, 0.4, -0.8], [0.0, 0.5, -0.3], [-0.2, 0.0, 0.3], [1.1, 0.2, -0.3], [0.1, -0.2, 0.6], [1.6, 0.9, 0.1], [0.3, -0.2, -0.1], [0.1, -0.3, 0.3], [-0.1, 0.1, 0.2], [-1.3, -0.2, -0.7], [1.3, 0.3, -0.7], [0.3, 0.1, 0.4], [0.3, 1.6, -1.0], [-0.3, -1.1, 0.7], [-0.1, -0.5, 0.2], [1.0, -0.3, 0.8], [-0.1, -0.1, -0.3], [0.3, -0.1, -0.2], [0.1, 0.5, 0.4], [-0.3, 0.5, 0.3], [-0.2, -1.1, 0.9], [-0.2, -0.2, -0.7], [-0.1, 0.6, -0.2], [-0.8, 0.1, 0.1], [0.1, 1.9, 1.6], [0.1, -1.2, -0.6], [-1.2, 0.8, -0.5], [0.4, -0.5, -0.9], [0.9, -0.8, 1.4], [-1.3, -0.1, -0.9], [2.4, 0.3, 1.0], [-0.5, 0.0, 0.0], [-0.1, -0.5, -0.6], [0.4, -1.1, -0.1], [0.2, 0.4, 0.3], [0.1, 0.1, -0.4], [-0.3, 0.1, 0.4], [-0.5, 0.4, -0.6], [-0.7, 0.1, -0.2], [-0.2, -1.2, -0.2], [-0.1, -0.5, -0.3], [0.7, 0.7, 2.2], [-1.5, -0.8, -0.9], [0.8, 0.3, 0.3], [1.3, 0.3, -1.4], [-2.7, -0.4, 0.4], [-0.5, -0.3, 0.3], [0.6, 0.1, 0.3], [0.1, 1.3, -0.6], [-0.2, -0.2, 0.1], [-0.2, 0.3, -0.5], [0.3, -0.1, -0.1], [0.5, 0.3, -0.1], [1.0, 0.2, 0.7]]}



3.
{"formula": "C5H14N3", "method": "wB97M-V/def2-TZVPD", "charge": 1, "relative_energy_kj_mol": 434.2, "e_lumo_ev": -4.787, "homo_energy_ha": -0.504, "elements": ["C", "C", "C", "C", "C", "N", "N", "N", "H", "H", "H", "H", "H", "H", "H", "H", "H", "H", "H", "H", "H", "H"], "positions_angstrom": [[0.560818, 1.008236, 0.562956], [-0.802330, 1.023358, -0.136979], [1.168972, -1.247279, -0.037080], [2.838351, 0.472232, -0.235916], [-2.937975, -0.161556, -0.335545], [1.496316, 0.001607, 0.032580], [0.069878, -1.843603, 0.222097], [-1.709254, 0.017995, 0.429916], [1.036707, 1.978816, 0.427414], [0.425754, 0.840761, 1.637271], [-1.228783, 2.029749, -0.059472], [-0.670022, 0.798905, -1.200249], [2.748113, -2.250928, -0.720181], [3.360638, 0.688192, 0.701803], [3.385509, -0.299834, -0.777281], [2.805728, 1.378062, -0.840867], [-3.515729, -0.967555, 0.105722], [-3.554133, 0.738005, -0.354828], [-2.688361, -0.427390, -1.358969], [-0.819211, -1.206523, 0.414350], [-0.027766, -2.841957, 0.135300], [-1.943217, 0.270705, 1.387952]], "forces_ev_per_a": [[-0.5, 0.2, 0.0], [0.1, 0.1, 0.0], [3.8, -2.5, -1.6], [0.8, 0.1, -0.1], [-0.3, 0.1, -0.1], [-0.2, 0.3, 0.0], [-0.5, -0.2, 0.1], [0.0, 0.1, 0.3], [0.0, -0.1, 0.1], [0.1, 0.0, 0.0], [0.0, -0.1, 0.0], [0.0, 0.1, 0.1], [-3.2, 1.8, 1.4], [-0.1, 0.0, -0.1], [-0.1, 0.1, 0.1], [-0.1, -0.1, 0.0], [-0.1, -0.1, 0.0], [0.0, 0.1, 0.0], [0.0, -0.1, -0.1], [0.0, 0.1, 0.0], [0.3, 0.0, -0.1], [0.0, 0.0, -0.1]]}



DFT total energy
In order: -321243.230, -133569.221, -9872.666
Unit: eV